DFT (wB97M-V/def2-TZVPD) results for an isolated molecule of C2HN3O2.

Geometry as XYZ:
```
8
Properties=species:S:1:pos:R:3
O -1.85824 0.62810 1.55449
C -1.10934 0.24948 0.71715
N -0.19754 -0.92096 0.98938
N 0.80562 -1.13564 0.27504
C 1.11181 0.01436 -0.62594
N 0.15074 0.59453 -1.25707
O -1.00631 0.84370 -0.54575
H 2.10326 -0.27358 -1.10730
```

As for the multiplicity: 1. As for the structure (SMILES): O=c1nncno1. The HOMO energy comes out at -0.3728 Eh. The electronic energy is -10650.907 eV. The energy above the lowest of the compared OMol25 structures with the same formula, charge and spin is 117.4 kcal per mole.

DFT (wB97M-V/def2-TZVPD) results for a 4-piece molecular cluster, C12H30ClIN2O6P overall.

Geometry as XYZ:
```
53
Properties=species:S:1:pos:R:3
C 3.38071 0.36615 1.10029
C 3.01266 -0.45146 0.12842
C 1.76635 -1.27851 0.04984
C 0.66759 -1.21033 1.10459
Cl 0.32265 0.41179 1.69842
C -0.61530 -1.83375 0.39886
I -0.93182 -3.80990 1.25556
O -1.68563 -1.02034 0.62537
C -2.87787 -1.24002 -0.13492
C -3.13284 -0.12359 -1.15503
C -2.58340 1.24059 -0.71415
C -0.23029 -1.97713 -1.08964
N 1.08589 -1.26205 -1.32368
P 1.10875 0.30651 -2.31678
N 1.18452 1.52878 -1.43885
O 2.22699 -0.01900 -3.39196
O -0.25272 0.07593 -3.09545
H 4.24708 1.00351 0.98240
H 2.86149 0.42581 2.04969
H 3.68833 -0.58067 -0.71735
H 2.12724 -2.31624 0.11034
H 0.92050 -1.87224 1.92576
H -2.85592 -2.21382 -0.63478
H -3.72348 -1.27587 0.55234
H -4.20929 -0.06771 -1.31939
H -2.70699 -0.41167 -2.12248
H -3.14113 2.05406 -1.17718
H -1.52043 1.36233 -0.93949
H -2.66152 1.35558 0.36806
H -0.00208 -3.02819 -1.27294
H -0.99148 -1.74053 -1.82462
H 1.59916 -1.95738 -1.86162
H 1.96676 2.17535 -1.56569
H 2.56146 -0.91348 -3.52228
H -0.91302 0.72312 -2.79026
C -5.73693 -3.52462 -0.11034
O -6.07432 -2.32016 -0.79358
H -5.55360 -4.29274 -0.85718
H -4.83449 -3.39916 0.49660
H -6.55274 -3.85168 0.53719
H -6.25451 -1.64808 -0.12920
C 3.57514 4.93086 -0.88985
O 3.27364 3.53921 -1.02736
H 2.71863 5.47739 -1.27375
H 3.72642 5.19847 0.15673
H 4.45927 5.20372 -1.46752
H 4.02168 3.03578 -0.69386
C 2.59621 1.51669 4.80875
O 1.25776 1.97133 4.73492
H 3.07109 2.05842 5.62303
H 2.65586 0.44571 5.02676
H 3.15165 1.73002 3.88873
H 0.80633 1.50321 4.02857
```

As for the multiplicity: 1. As for the total charge: +1. The HOMO energy comes out at -0.4545 Eh. The electronic energy is -58099.735 eV. The energy above the lowest of the compared OMol25 structures with the same formula, charge and spin is 0.0 kcal per mole.

DFT (wB97M-V/def2-TZVPD) results for C5H8O2 as an isolated structure.

Geometry as XYZ:
```
15
Properties=species:S:1:pos:R:3
O -2.01336 1.42345 0.96136
C -0.64537 1.39732 0.62443
C -0.04498 0.01214 0.84764
O -0.87542 -1.01038 0.23831
C 0.25577 -1.52273 -0.45648
C 0.82043 -0.52151 -1.40610
C 1.17852 -0.45776 0.05822
H -2.45814 0.84882 0.32343
H -0.48155 1.72650 -0.41348
H -0.12799 2.08680 1.29553
H 0.05789 -0.19110 1.92131
H 0.36155 -2.60122 -0.53211
H 0.17746 0.24029 -1.84266
H 1.60493 -0.89227 -2.05997
H 2.19027 -0.53837 0.44057
```

As for the multiplicity: 1. The HOMO energy comes out at -0.3509 Eh. The electronic energy is -9407.218 eV. The energy above the lowest of the compared OMol25 structures with the same formula, charge and spin is 60.3 kcal per mole.

DFT (wB97M-V/def2-TZVPD) results for a 2-piece molecular cluster, C5H11O2 overall.

Geometry as XYZ:
```
18
Properties=species:S:1:pos:R:3
C 1.41479 0.27827 0.63910
C 1.81281 -1.01452 1.32536
C 2.50119 1.36142 0.67501
H 1.14561 0.20157 -0.40933
H 0.52012 0.66247 1.14039
H 2.32520 -1.67739 0.63169
H 0.95241 -1.65171 1.55188
H 2.88010 1.50090 1.69451
H 3.35548 1.01179 0.09778
H 2.38634 -0.81125 2.22023
H 2.10167 2.32512 0.37914
C -2.78650 -0.83251 -1.07857
C -3.39025 0.41567 -1.81228
O -3.91313 1.28997 -1.08943
O -3.31982 0.35928 -3.06117
H -3.48423 -1.66660 -1.13461
H -2.54181 -0.62286 -0.05638
H -1.95999 -1.12961 -1.71331
```

As for the multiplicity: 1. As for the total charge: -1. The HOMO energy comes out at -0.1380 Eh. The electronic energy is -9459.604 eV. The energy above the lowest of the compared OMol25 structures with the same formula, charge and spin is 9.8 kcal per mole.

DFT (wB97M-V/def2-TZVPD) results for an isolated molecule of CH3PSi.

Geometry as XYZ:
```
6
Properties=species:S:1:pos:R:3
C 1.11179 -1.27838 -0.01685
P 1.69271 0.18963 -0.19712
Si -0.39396 1.18578 0.04060
H 0.37868 -2.03744 -0.09037
H -1.32471 0.91379 -1.04075
H -1.46452 1.02662 1.30450
```

As for the multiplicity: 1. As for the structure (SMILES): C#P=[SiH2]. The HOMO energy (spin up / spin down) comes out at -0.2932 / -0.2906 Eh. The electronic energy is -18247.199 eV. The energy above the lowest of the compared OMol25 structures with the same formula, charge and spin is 56.9 kcal per mole.

DFT (wB97M-V/def2-TZVPD) results for a 2-piece molecular cluster, C5H8N2 overall.

Geometry as XYZ:
```
15
Properties=species:S:1:pos:R:3
C 2.31529 0.19416 -0.12983
N 0.89550 0.02406 0.09374
C 0.37315 -1.23051 0.24693
C -0.99278 -1.16415 0.23353
C -1.33972 0.20854 0.04841
N -2.64144 0.74508 -0.02343
C -0.16472 0.92534 -0.00443
H 2.51009 -0.45243 -1.03563
H 2.56943 1.21571 -0.43636
H 3.14012 0.01499 1.19845
H 1.03886 -2.06922 0.40779
H -1.66791 -1.99950 0.37922
H -3.33190 0.05885 -0.30433
H -2.68109 1.53045 -0.66079
H -0.02288 1.99863 -0.01325
```

As for the multiplicity: 1. The HOMO energy comes out at -0.2749 Eh. The electronic energy is -8292.496 eV. The energy above the lowest of the compared OMol25 structures with the same formula, charge and spin is 57.7 kcal per mole.

DFT (wB97M-V/def2-TZVPD) results for an isolated molecule of C17H21ClN4O4.

Geometry as XYZ:
```
47
Properties=species:S:1:pos:R:3
C -2.59361 -3.90053 2.42244
C -1.25680 -3.36224 1.92944
C -1.42748 -2.61728 0.60278
N -0.17454 -2.06023 0.11379
C 0.28137 -0.83540 0.53233
N -0.42237 -0.15101 1.46412
C 1.40493 -0.28061 -0.04522
N 1.78311 1.04914 0.27850
C 2.95080 1.26094 1.10721
C 2.68648 0.80611 2.55213
O 1.47625 1.29841 3.08650
C 1.47175 2.68930 3.36017
C 1.04475 2.10655 -0.14400
O 1.27091 3.25286 0.19149
C -0.08447 1.71947 -1.05083
C 0.17637 1.22275 -2.32266
C -0.87257 0.84817 -3.14285
C -2.18171 0.95193 -2.70203
C -2.42895 1.46178 -1.43836
Cl -4.05865 1.58757 -0.87134
C -1.39247 1.86132 -0.61123
C 2.19884 -1.00705 -0.99201
O 3.22665 -0.63519 -1.52078
N 1.67864 -2.27371 -1.27568
C 0.51567 -2.82327 -0.82148
O 0.11401 -3.90084 -1.19326
H -3.01797 -4.58376 1.69168
H -2.46363 -4.43621 3.35884
H -3.30088 -3.08990 2.58554
H -0.82140 -2.70569 2.68733
H -0.56287 -4.18939 1.77168
H -2.17089 -1.81985 0.67817
H -1.76125 -3.32745 -0.15771
H -1.11830 -0.63580 2.00210
H 0.08924 0.57574 1.95998
H 3.79221 0.69871 0.69609
H 3.17538 2.32873 1.07166
H 3.53338 1.10358 3.18425
H 2.58588 -0.28291 2.58494
H 2.33155 2.96171 3.97965
H 1.47838 3.28253 2.44187
H 0.55342 2.88413 3.91111
H 1.19663 1.13240 -2.66336
H -0.67290 0.46402 -4.13143
H -3.00180 0.64558 -3.33218
H -1.59702 2.26874 0.36609
H 2.19196 -2.82753 -1.95233
```

As for the multiplicity: 1. As for the structure (SMILES): CCCn1c(N)c(N(CCOC)C(=O)c2cccc(Cl)c2)c(=O)[nH]c1=O. The HOMO energy comes out at -0.3111 Eh. The electronic energy is -44644.787 eV. The energy above the lowest of the compared OMol25 structures with the same formula, charge and spin is 0.0 kcal per mole.

DFT (wB97M-V/def2-TZVPD) results for an isolated molecule of C4H7NO.

Geometry as XYZ:
```
13
Properties=species:S:1:pos:R:3
C -1.13389 -0.80160 0.13246
C -0.31314 0.46671 -0.06539
O -0.76460 1.52954 0.75441
C 1.16789 0.26643 0.27860
C 1.78786 -0.68901 -0.64198
N 2.22569 -1.44409 -1.40128
H -2.19499 -0.60096 -0.04911
H -0.80517 -1.57802 -0.56718
H -1.02857 -1.17975 1.15582
H -0.36972 0.76549 -1.12304
H -1.38074 2.03512 0.21479
H 1.26723 -0.09791 1.30813
H 1.67910 1.23312 0.21312
```

As for the multiplicity: 1. As for the structure (SMILES): C[C@@H](O)CC#N. The HOMO energy comes out at -0.4019 Eh. The electronic energy is -7798.699 eV. The energy above the lowest of the compared OMol25 structures with the same formula, charge and spin is 21.8 kcal per mole.

What did the third record say?
DFT (wB97M-V/def2-TZVPD) results for C5H8O2 as an isolated structure.

Geometry as XYZ:
```
15
Properties=species:S:1:pos:R:3
O -2.01336 1.42345 0.96136
C -0.64537 1.39732 0.62443
C -0.04498 0.01214 0.84764
O -0.87542 -1.01038 0.23831
C 0.25577 -1.52273 -0.45648
C 0.82043 -0.52151 -1.40610
C 1.17852 -0.45776 0.05822
H -2.45814 0.84882 0.32343
H -0.48155 1.72650 -0.41348
H -0.12799 2.08680 1.29553
H 0.05789 -0.19110 1.92131
H 0.36155 -2.60122 -0.53211
H 0.17746 0.24029 -1.84266
H 1.60493 -0.89227 -2.05997
H 2.19027 -0.53837 0.44057
```

As for the multiplicity: 1. The HOMO energy comes out at -0.3509 Eh. The electronic energy is -9407.218 eV. The energy above the lowest of the compared OMol25 structures with the same formula, charge and spin is 60.3 kcal per mole.

Q: Among the records above, which one has the highest electronic energy?
A: C4H7NO